Record 1
{"formula": "C22H26F25NO5P", "method": "the ωB97M-V functional and the def2-TZVPD basis", "total_charge": -1, "homo_energy_ev": -4.29, "molar_mass_g_mol": 890.376, "species": ["C", "P", "C", "C", "N", "C", "C", "C", "F", "C", "O", "O", "H", "H", "H", "H", "H", "H", "H", "H", "H", "H", "H", "H", "H", "H", "C", "C", "C", "F", "F", "F", "F", "O", "C", "C", "F", "F", "F", "F", "H", "H", "H", "H", "C", "C", "C", "F", "F", "F", "F", "O", "C", "C", "F", "F", "F", "F", "H", "H", "H", "H", "C", "C", "C", "F", "F", "F", "F", "O", "C", "C", "F", "F", "F", "F", "H", "H", "H", "H"], "coordinates": [[2.4675, 0.0289, 4.2457], [1.8451, 1.4391, 3.2259], [0.1192, 1.0099, 2.7468], [2.8506, 1.7327, 1.6780], [1.9296, 2.2503, 0.6424], [3.9183, 2.8279, 1.8486], [4.9173, 2.5755, 2.9989], [5.3738, 3.9366, 3.5840], [4.7861, 4.1192, 4.8388], [3.5432, 0.4511, 1.1095], [4.1739, -0.3220, 1.8679], [3.4398, 0.2808, -0.1348], [1.9415, 0.0643, 5.2038], [3.5438, 0.0465, 4.3798], [2.1865, -0.9110, 3.7549], [-0.3760, 0.6571, 3.6565], [0.1207, 0.1608, 2.0574], [-0.4141, 1.8784, 2.3719], [1.3778, 1.4987, 0.2433], [1.2775, 2.8633, 1.1345], [3.3801, 3.7771, 1.9436], [4.4707, 2.8684, 0.9050], [5.8225, 2.1308, 2.5842], [4.4871, 1.9750, 3.7950], [6.4626, 4.0336, 3.6236], [4.9973, 4.7527, 2.9604], [2.1271, -2.7895, -0.4947], [2.4361, -3.5200, -1.8113], [2.3134, -2.7137, -3.1051], [1.0713, -2.2306, -3.2980], [2.5989, -3.5178, -4.1653], [1.6952, -4.6542, -1.8871], [3.7379, -3.9176, -1.7372], [0.8288, -2.9516, 0.0870], [-0.2324, -2.1741, -0.3214], [-1.3424, -2.9791, -0.9982], [-0.8813, -3.6876, -2.0483], [-2.3132, -2.1586, -1.4770], [0.1982, -1.1550, -1.0862], [-0.7362, -1.6158, 0.8005], [2.7893, -3.2398, 0.2426], [2.4207, -1.7371, -0.5321], [3.0244, -1.8839, -3.1072], [-1.7972, -3.6819, -0.2960], [1.3894, 4.4711, -4.7628], [1.5475, 5.2195, -3.4275], [1.7482, 4.3714, -2.1706], [0.7220, 3.5340, -1.9516], [1.8463, 5.1844, -1.0916], [0.5104, 6.0760, -3.2729], [2.6668, 5.9916, -3.5539], [0.0756, 4.2548, -5.2728], [-0.6801, 3.1750, -4.8574], [-1.9238, 3.5980, -4.0683], [-1.6044, 4.3601, -3.0072], [-2.5667, 2.4995, -3.6091], [0.0725, 2.2869, -4.1907], [-1.1103, 2.5519, -5.9809], [1.8425, 5.1251, -5.5069], [1.9815, 3.5563, -4.7843], [2.6726, 3.7900, -2.2369], [-2.6029, 4.1675, -4.7071], [-5.3068, -3.5715, 0.1033], [-6.8357, -3.6715, 0.2796], [-7.5063, -2.7310, 1.2887], [-7.0492, -2.8920, 2.5422], [-8.8392, -2.9845, 1.3121], [-7.1702, -4.9557, 0.5356], [-7.3787, -3.3665, -0.9344], [-4.4781, -4.5091, 0.8062], [-4.1561, -4.2161, 2.1253], [-4.7697, -5.2136, 3.1156], [-6.1075, -5.2923, 2.9845], [-4.5030, -4.8190, 4.3813], [-4.4578, -2.9413, 2.4252], [-2.8131, -4.3217, 2.2235], [-5.1270, -3.7972, -0.9469], [-4.9527, -2.5498, 0.2331], [-7.3647, -1.6882, 0.9908], [-4.3522, -6.2101, 2.9560]]}

=====

Record 2
{"formula": "C9H8O2S", "method": "the ωB97M-V functional and the def2-TZVPD basis", "de_lowest_kj_mol": 510.6, "smiles": "O=S(=O)=Cc1ccccc1.C#C", "homo_energy_ev": [-8.66, -8.66], "molar_mass_g_mol": 180.228, "species": ["O", "S", "O", "C", "C", "C", "C", "C", "C", "C", "H", "H", "H", "H", "H", "H", "C", "C", "H", "H"], "coordinates": [[-1.7546, 1.8789, -0.7721], [-1.8853, 0.5528, -1.2735], [-2.8427, 0.2283, -2.2976], [-1.5288, -0.7169, -0.2639], [-0.3755, -0.6162, 0.6189], [0.5121, -1.6070, 0.8009], [1.6886, -1.4314, 1.5491], [1.9272, -0.2508, 2.1902], [0.9276, 0.7043, 2.1452], [-0.2209, 0.5292, 1.4210], [-1.6141, -1.6460, -0.8612], [0.1847, -2.5772, 0.4185], [2.5917, -2.0401, 1.2166], [2.6910, -0.0254, 2.7975], [1.1501, 1.7601, 2.5357], [-0.9188, 1.3697, 1.3145], [-0.2861, 0.5773, -3.3521], [0.2930, 1.2508, -2.5502], [-1.0472, 0.1172, -3.8751], [0.5079, 1.9424, -1.7624]]}

=====

Record 3
{"formula": "C23H25ClN4O3S2", "method": "the ωB97M-V functional and the def2-TZVPD basis", "de_lowest_kj_mol": 0.0, "smiles": "CCCC(=O)Nc1ccc2nc(SCC(=O)Nc3ccc(N4CCOCC4)c(Cl)c3)sc2c1", "homo_energy_ev": -7.72, "molar_mass_g_mol": 505.065, "species": ["C", "C", "C", "C", "O", "N", "C", "C", "C", "C", "N", "C", "S", "C", "C", "O", "N", "C", "C", "C", "C", "N", "C", "C", "O", "C", "C", "C", "Cl", "C", "S", "C", "C", "H", "H", "H", "H", "H", "H", "H", "H", "H", "H", "H", "H", "H", "H", "H", "H", "H", "H", "H", "H", "H", "H", "H", "H", "H"], "coordinates": [[-3.7512, -4.0715, -1.2187], [-3.9362, -3.6253, 0.2297], [-3.8943, -2.0980, 0.4047], [-2.6041, -1.5523, 0.9946], [-2.6025, -0.7181, 1.8740], [-1.4825, -2.0734, 0.4243], [-0.1434, -1.7681, 0.6599], [0.2631, -0.8216, 1.6086], [1.5937, -0.5084, 1.7723], [2.5446, -1.1311, 0.9717], [3.8775, -0.8471, 0.9354], [4.4848, -1.5115, 0.0291], [6.1141, -1.1973, -0.4806], [6.4112, 0.4048, 0.3412], [5.2008, 1.3341, 0.4175], [5.0312, 2.0206, 1.3934], [4.4221, 1.3570, -0.7039], [3.0499, 1.6602, -0.6720], [2.5221, 2.6175, 0.1837], [1.1570, 2.7993, 0.2582], [0.2525, 2.0390, -0.4912], [-1.1232, 2.1617, -0.3439], [-1.6374, 2.8251, 0.8392], [-3.0960, 2.4018, 1.0428], [-3.8901, 2.6873, -0.0889], [-3.3709, 2.0493, -1.2285], [-1.9355, 2.5001, -1.4997], [0.8156, 1.0782, -1.3425], [-0.1828, -0.0221, -2.2319], [2.1806, 0.9055, -1.4531], [3.4970, -2.6628, -0.8909], [2.1287, -2.0996, 0.0315], [0.7999, -2.4309, -0.1215], [-4.5518, -3.6750, -1.8394], [-2.8054, -3.7340, -1.6403], [-3.7782, -5.1570, -1.2834], [-3.1791, -4.0927, 0.8640], [-4.9053, -3.9909, 0.5725], [-4.0481, -1.6105, -0.5622], [-4.6959, -1.7652, 1.0653], [-1.6276, -2.7460, -0.3155], [-0.4875, -0.3287, 2.2026], [1.9139, 0.2324, 2.4860], [6.7557, 0.2217, 1.3587], [7.2137, 0.8710, -0.2330], [4.6886, 0.7206, -1.4462], [3.1807, 3.2047, 0.8000], [0.7786, 3.5598, 0.9212], [-1.0601, 2.5104, 1.7087], [-1.5905, 3.9218, 0.7386], [-3.5379, 2.9577, 1.8709], [-3.1282, 1.3280, 1.2683], [-4.0248, 2.3181, -2.0601], [-3.3823, 0.9574, -1.0877], [-1.5543, 2.0176, -2.3966], [-1.9315, 3.5915, -1.6585], [2.5627, 0.1460, -2.1205], [0.4984, -3.1608, -0.8579]]}

=====

Record 4
{"formula": "C5H13N3O", "method": "the ωB97M-V functional and the def2-TZVPD basis", "de_lowest_kj_mol": 430.4, "smiles": "C=C(N)[N@+](N)([O-])C(C)C", "homo_energy_ev": -8.24, "molar_mass_g_mol": 131.179, "species": ["C", "C", "N", "N", "N", "O", "C", "C", "C", "H", "H", "H", "H", "H", "H", "H", "H", "H", "H", "H", "H", "H"], "coordinates": [[1.9957, -0.6042, 0.8820], [1.3135, 0.3388, 0.2323], [1.3663, 1.7002, 0.4289], [0.3259, 0.0121, -0.8026], [0.7295, -1.1901, -1.4677], [0.1055, 1.0390, -1.6536], [-1.2444, -0.1187, -0.2769], [-1.6692, 1.1381, 0.4414], [-1.3081, -1.3530, 0.5923], [1.8502, -1.6490, 0.6761], [2.7473, -0.3217, 1.6026], [2.2319, 2.0532, 0.8052], [1.0113, 2.1686, -0.4103], [1.6401, -1.0056, -1.8901], [0.0760, -1.3163, -2.2384], [-1.8082, -0.2533, -1.2008], [-2.7064, 1.0291, 0.7605], [-1.0506, 1.3088, 1.3225], [-1.5892, 1.9973, -0.2214], [-0.7241, -1.2148, 1.5003], [-2.3546, -1.5293, 0.8528], [-0.9384, -2.2292, 0.0650]]}

=====

Record 5
{"formula": "C53H49IrN8P2", "method": "the ωB97M-V functional and the def2-TZVPD basis", "total_charge": 3, "de_lowest_kj_mol": 20.2, "s_squared": 0.7958, "homo_energy_ev": [-15.21, -15.21], "spin_multiplicity": 2, "molar_mass_g_mol": 1052.196, "species": ["Ir", "C", "N", "C", "C", "N", "C", "C", "C", "C", "C", "C", "N", "C", "N", "C", "C", "C", "C", "C", "C", "N", "H", "H", "H", "H", "H", "H", "H", "H", "H", "H", "H", "H", "H", "H", "H", "C", "N", "C", "C", "C", "C", "C", "N", "C", "C", "C", "C", "C", "C", "H", "H", "H", "H", "H", "H", "H", "H", "H", "H", "H", "C", "N", "P", "C", "C", "C", "C", "C", "C", "C", "C", "C", "C", "C", "C", "P", "C", "C", "C", "C", "C", "C", "C", "C", "C", "C", "C", "C", "H", "H", "H", "H", "H", "H", "H", "H", "H", "H", "H", "H", "H", "H", "H", "H", "H", "H", "H", "H", "H", "H", "H"], "coordinates": [[1.4411, 0.4549, 0.0845], [4.0022, -1.1035, 0.4463], [3.1428, -0.1743, 1.2131], [2.6962, -0.8100, 2.4588], [1.4948, -0.1055, 3.0624], [0.3811, -0.0314, 2.0608], [-0.7655, 0.2650, 2.5843], [-1.8660, 0.8098, 1.8165], [-2.9068, 1.4123, 2.4102], [-3.0402, 1.4501, 3.8433], [-2.1142, 0.8963, 4.6570], [-0.9880, 0.2575, 4.0807], [-0.1272, -0.3761, 4.8164], [3.1859, -1.7423, -0.6205], [1.9672, -1.3462, -0.9555], [1.6375, -2.1010, -2.1059], [0.5475, -2.0801, -2.9733], [0.5523, -2.9441, -4.0467], [1.6082, -3.8371, -4.2755], [2.7041, -3.8671, -3.4411], [2.6927, -2.9765, -2.3745], [3.6524, -2.7165, -1.4079], [4.4274, -1.8592, 1.1114], [4.8343, -0.5564, 0.0013], [3.6849, 0.6626, 1.4201], [3.5065, -0.8355, 3.1880], [2.4147, -1.8389, 2.2191], [-1.7634, 0.8101, 0.7505], [-3.6683, 1.8884, 1.8099], [-3.9099, 1.9339, 4.2702], [-2.2161, 0.9030, 5.7346], [-0.2558, -0.4350, 5.8219], [-0.2720, -1.3966, -2.8419], [-0.2880, -2.9379, -4.7284], [1.5678, -4.5023, -5.1269], [3.5348, -4.5378, -3.6147], [4.5483, -3.1712, -1.3215], [1.2638, 2.4471, 2.5054], [1.6566, 2.2305, 1.1138], [2.5384, 3.0291, 0.5709], [3.1275, 2.6422, -0.6353], [4.1765, 3.1422, -1.4192], [4.4864, 2.1487, -2.3358], [3.6229, 1.0727, -2.0914], [2.7924, 1.3690, -1.0845], [1.7886, 1.3509, 3.4307], [2.5015, 1.7117, 4.5330], [3.0482, 0.9280, 5.5792], [2.8998, -0.4546, 5.8508], [2.0648, -1.3445, 5.2625], [1.0445, -1.0099, 4.2181], [0.1739, 2.5342, 2.5602], [1.6618, 3.4027, 2.8467], [2.8272, 3.9478, 1.0738], [4.6520, 4.1039, -1.3109], [5.2416, 2.1842, -3.1032], [3.5836, 0.1307, -2.6154], [2.6988, 2.7743, 4.6338], [3.6718, 1.4721, 6.2770], [3.5238, -0.8396, 6.6493], [2.0859, -2.3770, 5.5863], [0.6937, -1.9452, 3.7616], [-2.5569, 0.0727, -2.4846], [-1.6121, -0.0735, -1.3548], [-1.5325, -1.5676, -0.4095], [-2.9536, -1.4800, 0.7487], [-4.2063, -0.9179, 0.5228], [-5.1493, -0.8685, 1.5401], [-4.8706, -1.4140, 2.7920], [-3.6485, -2.0312, 3.0134], [-2.6973, -2.0494, 2.0036], [-2.0935, -2.9585, -1.4422], [-3.3329, -3.0791, -2.0766], [-3.6822, -4.2564, -2.7165], [-2.8179, -5.3448, -2.7001], [-1.6035, -5.2543, -2.0387], [-1.2437, -4.0664, -1.4200], [-0.3651, 1.0896, -1.3060], [0.0549, 1.5425, -3.0196], [-0.6657, 2.5559, -3.6666], [-0.3858, 2.8944, -4.9792], [0.6229, 2.2378, -5.6716], [1.3418, 1.2316, -5.0460], [1.0548, 0.8874, -3.7346], [-1.1894, 2.6264, -0.7742], [-2.5638, 2.7046, -0.5726], [-3.1661, 3.9248, -0.2930], [-2.3980, 5.0761, -0.2113], [-1.0267, 5.0105, -0.4294], [-0.4284, 3.7957, -0.7200], [-3.5603, -0.2037, -2.1780], [-2.2708, -0.5546, -3.3315], [-2.5952, 1.1052, -2.8259], [-4.4662, -0.4879, -0.4357], [-6.1189, -0.4251, 1.3508], [-5.6215, -1.3932, 3.5711], [-3.4435, -2.5056, 3.9653], [-1.7418, -2.5399, 2.1723], [-4.0507, -2.2713, -2.0613], [-4.6413, -4.3344, -3.2108], [-3.1030, -6.2667, -3.1892], [-0.9364, -6.1055, -2.0057], [-0.2873, -3.9950, -0.9145], [-1.4504, 3.0958, -3.1541], [-0.9572, 3.6760, -5.4611], [0.8430, 2.5087, -6.6955], [2.1268, 0.7106, -5.5782], [1.6090, 0.0863, -3.2773], [-3.1754, 1.8118, -0.6462], [-4.2389, 3.9798, -0.1585], [-2.8682, 6.0281, -0.0039], [-0.4316, 5.9140, -0.4031], [0.6257, 3.7657, -0.9669]]}

=====

In eV, the electronic energy values for the records above are, in order, -112191.0715, -24387.2103, -70554.0466, -11910.1556, -89071.8063.